No. 1
12
Properties=species:S:1:pos:R:3:forces:R:3:lowdin_charge:R:1 method="wB97M-V/def2-TZVPD" total_energy_ha=-281.688889 relative_energy_ev=4.380 lumo_energy_ev=0.72 total_charge=0
O -2.14616 0.82158 -0.62176 0.0 -0.7 -0.3 -0.061
N -1.17559 -1.09247 -0.01091 -1.4 0.5 1.0 0.031
N 1.15293 0.78714 0.61131 -1.0 1.3 0.1 -0.085
N -1.48789 0.03169 0.36311 0.0 -0.4 -0.3 -0.130
C 1.59932 -0.37871 -0.07904 -2.1 -1.6 -0.7 -0.223
H -2.39230 1.64238 -0.17545 0.1 -0.1 0.2 0.085
H 2.27317 -0.96567 0.54749 0.0 0.1 -0.2 0.070
H 0.33997 1.19341 0.10213 1.2 -0.2 0.4 0.047
H 0.73513 0.51994 1.49808 0.2 0.0 0.0 0.055
H 2.05127 -0.11309 -1.03298 0.2 -0.1 0.1 0.064
H 0.61888 -1.03733 -0.29404 2.6 0.7 0.1 0.055
H -1.56873 -1.40887 -0.90794 0.1 0.6 -0.4 0.090


No. 2
12
Properties=species:S:1:pos:R:3:forces:R:3:lowdin_charge:R:1 method="wB97M-V/def2-TZVPD" total_energy_ha=-281.545861 relative_energy_ev=3.019 lumo_energy_ev="1.22 / -0.70" spin_multiplicity=3 s_squared=2.01 total_charge=0
O -0.91476 -1.61958 -1.10309 2.3 -0.4 -1.1 -0.056
N 1.22044 1.21423 0.37854 2.5 -0.8 -0.1 0.029
N 0.15667 1.62958 -0.27336 -0.1 2.4 -4.1 -0.191
N 0.59189 -1.38049 0.53721 2.3 0.0 -1.2 0.101
C -0.55578 -1.62799 0.19914 -1.6 0.0 -2.3 -0.455
H -0.99672 0.77119 -0.44761 -1.5 -0.6 0.0 0.100
H -1.40149 -1.82144 0.77061 -1.4 -0.3 1.4 0.103
H 0.69990 -1.38743 1.49716 0.4 -0.1 2.4 0.024
H 1.08618 1.47877 1.30474 -0.2 0.4 2.5 0.016
H -0.33550 2.49142 -0.00600 0.0 -0.1 0.6 0.078
H -0.01043 -1.54395 -1.57994 -2.1 0.0 0.8 0.143
H 0.45960 1.79570 -1.27740 -0.8 -0.4 1.1 0.106


No. 3
13
Properties=species:S:1:pos:R:3:forces:R:3:lowdin_charge:R:1 method="wB97M-V/def2-TZVPD" total_energy_ha=-622.718619 relative_energy_ev=4.853 lumo_energy_ev="-5.02 / -5.67" total_charge=+1
P -1.43502 0.62391 1.65925 2.3 -1.9 0.9 0.814
O 1.42673 0.39860 0.57455 2.2 0.8 2.2 0.220
N -0.29979 -0.36915 -0.55480 -3.1 -0.2 -1.3 -0.014
N 1.78310 -1.12696 -1.08176 -0.2 0.7 1.1 0.252
N -1.35118 0.45172 -0.05479 1.8 1.2 -2.0 -0.303
C 0.99143 -0.39197 -0.26794 0.2 -2.0 -4.8 -0.492
H 1.49695 -1.58925 -1.92232 -0.8 -0.1 0.0 0.136
H 0.63300 0.57218 1.09441 -0.4 1.4 1.7 0.004
H -2.08476 -0.61653 1.78551 -0.4 0.0 0.4 -0.058
H -2.42136 1.48132 1.57584 -2.2 1.5 0.1 -0.113
H -0.96648 2.33680 -0.24634 -0.2 -2.0 0.0 0.233
H -0.54652 -0.73680 -1.49746 0.0 0.3 1.2 0.185
H 2.77392 -1.03386 -1.06415 0.7 0.3 0.6 0.136


No. 4
13
Properties=species:S:1:pos:R:3:forces:R:3:lowdin_charge:R:1 method="wB97M-V/def2-TZVPD" total_energy_ha=-315.890323 relative_energy_ev=3.665 lumo_energy_ev=0.72 total_charge=0
N 1.30013 0.13683 0.72140 1.2 2.6 -1.7 -0.017
N -0.85433 1.14818 -0.27040 -1.8 -2.1 0.7 -0.104
N -2.47476 -0.30888 0.13970 -0.9 -0.2 -0.4 -0.022
N -1.22571 0.14696 0.42154 1.1 1.6 -0.8 -0.143
N 0.41900 1.38755 -0.21507 0.6 -2.8 2.3 -0.022
C 1.74889 -0.81698 -0.27530 -0.3 0.2 -0.4 -0.196
H -3.00210 0.24187 -0.53261 0.0 0.2 0.3 0.068
H 0.67722 2.18367 -0.79594 1.1 -0.5 0.7 0.106
H -2.98154 -0.55265 0.97923 0.0 0.2 -0.1 0.066
H 2.38148 -0.30290 -0.99924 0.1 -0.2 0.1 0.064
H 0.93691 -1.31284 -0.82195 0.0 0.0 0.1 0.065
H 0.74139 -0.36033 1.41215 -1.0 1.0 -0.6 0.056
H 2.33340 -1.59049 0.23649 0.0 0.2 0.1 0.079


No. 5
14
Properties=species:S:1:pos:R:3:forces:R:3:lowdin_charge:R:1 method="wB97M-V/def2-TZVPD" total_energy_ha=-657.116726 relative_energy_ev=0.927 lumo_energy_ev=-5.50 total_charge=+1
P -0.13982 -0.49454 1.76050 2.1 0.8 0.4 1.090
N -0.72798 -0.13115 -2.03878 -0.9 -0.2 -1.8 0.189
N 1.42393 0.96842 -0.29658 -3.3 -2.2 3.5 0.177
N 1.27343 0.19268 2.27856 -0.8 0.1 -2.7 -0.173
N -0.01401 -0.04211 0.20398 3.2 2.4 -0.9 -0.239
N -2.04634 -1.07835 -0.45182 0.4 -0.6 -0.3 0.091
C -0.90148 -0.35271 -0.84457 -1.5 -0.5 0.1 -0.622
H 0.93090 1.76377 -0.63573 -0.4 0.6 -0.9 0.072
H -2.74228 -0.64934 0.11329 -0.2 0.7 0.9 0.075
H -2.55958 -1.43054 -1.26795 0.8 0.1 0.2 0.119
H 1.86015 0.67848 1.50423 -1.1 -0.8 1.5 0.071
H 0.04533 0.27713 -2.49364 1.1 0.4 0.1 0.050
H 1.73098 -0.07332 3.11132 0.3 -0.2 1.2 0.040
H 1.86679 0.37157 -0.94281 0.2 -0.7 -1.4 0.060


No. 6
14
Properties=species:S:1:pos:R:3:forces:R:3:lowdin_charge:R:1 method="wB97M-V/def2-TZVPD" total_energy_ha=-370.391792 relative_energy_ev=5.529 lumo_energy_ev=-3.83 total_charge=+1
N 0.58296 -1.26835 1.06665 -1.6 1.2 -3.3 0.079
N -0.53838 0.85561 -0.15830 -0.6 0.9 -1.1 -0.158
N 0.46288 1.76140 0.19965 0.2 0.0 0.1 0.047
N 0.88823 -0.58378 -1.28947 0.3 0.3 -0.3 0.204
N -1.32167 1.46633 0.83660 0.0 -1.1 0.5 0.038
N -0.33488 2.38098 0.98339 0.2 0.2 -0.1 0.049
C -0.30349 -0.48196 -0.42896 2.0 -1.8 4.6 -0.166
H 0.32337 -0.69437 1.86525 -0.2 0.1 -0.1 0.033
H 0.90913 0.12205 -2.04440 -0.1 -0.3 0.1 0.184
H -1.16761 -1.07841 -0.70018 0.1 0.1 -0.2 0.152
H 0.13955 -2.17331 1.20023 -0.1 0.0 0.1 0.035
H 1.68830 -0.42580 -0.64184 -0.2 -0.1 -0.3 0.160
H 0.98940 -1.53379 -1.67552 0.0 0.4 0.1 0.186
H -2.31779 1.65341 0.78690 0.1 0.3 -0.4 0.157